[1]
Computed, not measured: a molecular structure, C41H41LaN7S2Sb in a non-equilibrium geometry, with wB97M-V/def2-TZVPD.

Results
Gap between HOMO and LUMO = 0.2639 Ha
Net charge = +2
Energy above the lowest of the compared OMol25 structures with the same formula, charge and spin = 0.313 eV
Lowest unoccupied orbital energy = -5.0 eV
HOMO energy = -12.133 eV
F_max = 1.5 eV/A
M = 956.6 g mol⁻¹
2S+1 = 1

```
93
C41H41LaN7S2Sb, DFT wB97M-V/def2-TZVPD
La -0.2117 -0.1657 0.1060
C -3.9883 3.3799 5.3786
C -3.0991 2.4674 4.5833
C -2.9622 1.1228 4.9219
C -2.1625 0.2823 4.1828
C -1.4193 0.7140 3.0635
N -0.6410 -0.1965 2.3395
C -0.4517 -1.4649 2.9383
C 0.3094 -1.5992 4.1055
C 0.5706 -2.8292 4.6737
C 0.0543 -4.0012 4.1217
C 0.3551 -5.3488 4.7110
C -0.7797 -3.8761 3.0221
C -1.0398 -2.6402 2.4363
N -2.0434 -2.5972 1.4206
C -3.2650 -3.1510 1.5309
C -3.9476 -2.8985 0.3612
C -3.0569 -2.1651 -0.4185
N -1.8964 -1.9867 0.2241
C -1.5498 2.0821 2.7365
C -2.4014 2.9069 3.4773
N -0.8745 2.7264 1.6470
C -0.5563 4.0338 1.5867
C -0.0826 4.3098 0.3209
C -0.1377 3.0953 -0.3519
N -0.6196 2.1398 0.4562
H -3.8847 3.1757 6.4435
H -5.0363 3.2231 5.1158
H -3.7510 4.4270 5.1987
H -3.5112 0.7259 5.7674
H -2.1061 -0.7575 4.4680
H 0.6465 -0.6942 4.5918
H 1.1741 -2.8781 5.5729
H 0.6881 -5.2594 5.7434
H 1.1468 -5.8363 4.1404
H -0.5204 -5.9964 4.6807
H -1.2594 -4.7576 2.6122
H -3.5711 -3.6678 2.4246
H -4.9526 -3.1936 0.1172
H -3.1985 -1.7734 -1.4144
H -2.5438 3.9313 3.1568
H -0.6620 4.6934 2.4298
H 0.2461 5.2582 -0.0651
H 0.1347 2.8798 -1.3742
C 2.3655 1.2276 -3.8284
N 2.2805 -0.2252 -3.7954
C 1.2426 -0.9148 -3.3331
S -0.1698 -0.1064 -2.7952
N 1.3146 -2.2533 -3.3726
C 0.2262 -3.1595 -3.0370
H 3.3418 1.5063 -4.2143
H 2.2540 1.6436 -2.8287
H 1.5911 1.6446 -4.4708
H 3.0857 -0.7308 -4.1294
H 2.0838 -2.6674 -3.8769
H -0.2992 -2.7978 -2.1575
H 0.6449 -4.1421 -2.8321
H -0.4948 -3.2421 -3.8519
S 2.5064 0.0821 -0.2686
Sb 3.0519 -1.1070 1.6203
C 5.1053 -1.6012 1.4849
C 5.4668 -2.4011 0.4046
C 6.7804 -2.8200 0.2742
C 7.7203 -2.4479 1.2277
C 7.3585 -1.6367 2.2925
C 6.0463 -1.2016 2.4235
C 2.2920 -3.1091 1.4039
C 1.2991 -3.4312 0.4872
C 0.9543 -4.7585 0.2789
C 1.6343 -5.7608 0.9539
C 2.6505 -5.4410 1.8441
C 2.9739 -4.1131 2.0809
C 2.8065 0.1373 3.3318
C 3.3466 -0.2504 4.5520
C 3.2668 0.6246 5.6250
C 2.6618 1.8653 5.4716
C 2.1327 2.2420 4.2449
C 2.2082 1.3756 3.1634
H 4.7220 -2.6923 -0.3288
H 7.0699 -3.4397 -0.5639
H 8.7431 -2.7875 1.1345
H 8.0977 -1.3435 3.0259
H 5.7699 -0.5525 3.2455
H 0.8007 -2.6617 -0.0954
H 0.1668 -5.0132 -0.4197
H 1.3723 -6.7963 0.7804
H 3.1975 -6.2250 2.3514
H 3.7678 -3.8656 2.7760
H 3.8070 -1.2237 4.6754
H 3.6836 0.3367 6.5812
H 2.6213 2.5467 6.3108
H 1.6776 3.2160 4.1221
H 1.8148 1.6691 2.1970
```

=====

[2]
Computed, not measured: a molecular structure, C41H42As2Br4MnN4O14, with wB97M-V/def2-TZVPD.

Results
Gap between HOMO and LUMO (spin up / spin down) = 0.1815 / 0.2361 Ha
Net charge = -2
Energy above the lowest of the compared OMol25 structures with the same formula, charge and spin = 0.801 eV
Lowest unoccupied orbital energy (spin up / spin down) = 3.9 / 3.9 eV
HOMO energy (spin up / spin down) = -1.052 / -2.540 eV
F_max = 0.6 eV/A
M = 1339.2 g mol⁻¹
2S+1 = 6

```
108
C41H42As2Br4MnN4O14, DFT wB97M-V/def2-TZVPD
Mn 1.2193 -0.4926 -1.5246
C 1.1386 -4.6083 -0.6276
O -0.2893 -4.7155 -0.5390
C -1.0220 -4.0171 -1.4602
C -2.0958 -4.6490 -2.0418
C -2.8794 -4.0076 -3.0103
C -2.5201 -2.7456 -3.4211
C -1.4346 -2.0742 -2.8378
C -1.0493 -0.7965 -3.3865
N -0.0780 -0.0786 -2.9685
N 0.2199 1.0724 -3.6950
C 1.3623 1.5499 -3.2780
O 2.0703 1.0554 -2.3246
C 1.8814 2.7852 -3.9276
C 3.0787 3.3242 -3.4695
C 3.5773 4.4869 -4.0390
C 2.8834 5.1159 -5.0629
C 1.6842 4.5802 -5.5175
C 1.1836 3.4183 -4.9521
C -0.7108 -2.6636 -1.7747
O 0.2098 -2.0692 -1.0929
H 1.4982 -3.6760 -0.1993
H 1.4634 -4.6727 -1.6693
H 1.5301 -5.4583 -0.0701
H -2.3034 -5.6699 -1.7413
H -3.7205 -4.5198 -3.4590
H -3.0702 -2.2490 -4.2133
H -1.5851 -0.4373 -4.2637
H 3.5895 2.8285 -2.6540
H 4.5065 4.9066 -3.6741
H 3.2717 6.0269 -5.5031
H 1.1370 5.0725 -6.3127
H 0.2510 2.9874 -5.2906
Br 6.7506 -4.3777 -3.1229
C 5.4486 -3.3279 -2.2284
C 5.6014 -3.0089 -0.8918
Br 7.1030 -3.6188 0.0905
C 4.6258 -2.2167 -0.2602
Br 4.7278 -1.7816 1.5779
C 3.5251 -1.7291 -0.9438
O 2.5984 -0.9877 -0.3523
C 3.3365 -2.0819 -2.3261
O 2.2672 -1.6771 -2.9248
C 4.3246 -2.8700 -2.9284
Br 4.0215 -3.3118 -4.7456
C 2.6153 0.8232 3.6332
O 3.1709 1.4957 2.5192
C 2.3702 1.9670 1.5236
O 2.8996 2.1735 0.4456
C 0.9297 2.1174 1.7240
C 0.3385 2.7097 2.8560
As -1.5085 2.6021 3.3923
C -1.5732 0.8039 4.2141
C -2.3994 2.1871 1.6888
C -1.8230 2.1647 0.4809
As 0.0519 1.7853 0.0367
C 0.3625 3.5327 -0.8304
C -2.6354 2.4744 -0.7333
O -3.3757 3.4224 -0.8437
O -2.3176 1.6706 -1.7645
C -2.8748 2.0411 -3.0242
C -3.8883 2.1557 1.7586
O -4.6180 1.5373 1.0195
O -4.3795 2.8457 2.8136
C -5.7951 2.8089 2.9403
C 1.1212 3.5284 3.7324
O 2.2129 4.0431 3.5408
O 0.5023 3.7054 4.9762
C 1.1415 4.6380 5.8221
H 2.5247 1.4987 4.4869
H 3.3061 0.0160 3.8837
H 1.6386 0.4051 3.3982
H -1.0928 0.8773 5.1905
H -1.0365 0.1020 3.5816
H -2.6102 0.4841 4.3443
H 0.0746 4.3187 -0.1330
H -0.2078 3.6223 -1.7578
H 1.4282 3.5908 -1.0353
H -2.3399 1.4550 -3.7656
H -2.7237 3.1040 -3.2070
H -3.9440 1.8272 -3.0401
H -6.0353 3.4702 3.7691
H -6.1384 1.7955 3.1526
H -6.2743 3.1521 2.0240
H 0.4547 4.8237 6.6480
H 1.3609 5.5684 5.2967
H 2.0839 4.2413 6.2085
C -2.8549 -1.5936 0.0304
N -2.1923 -2.4339 1.0076
C -2.9153 -3.6091 1.4422
C -1.9782 -4.6445 2.0297
C -1.0865 -3.9787 3.0592
N -0.4166 -2.8357 2.4802
C 0.9251 -2.5233 2.9257
C -1.0265 -1.9919 1.5819
O -0.5425 -0.9004 1.3026
H -3.1609 -2.2119 -0.8187
H -2.1601 -0.8349 -0.3179
H -3.7315 -1.0925 0.4448
H -3.4369 -4.0208 0.5736
H -3.6855 -3.3304 2.1790
H -1.3506 -5.0524 1.2390
H -2.5518 -5.4563 2.4834
H -0.3212 -4.6751 3.4092
H -1.6765 -3.6787 3.9391
H 1.5386 -3.4278 2.8907
H 0.9376 -2.1308 3.9490
H 1.3614 -1.7838 2.2599
```

=====

[3]
Computed, not measured: a molecular structure, C41H42AsCrN5SSi2 in a non-equilibrium geometry, with wB97M-V/def2-TZVPD.

Results
Gap between HOMO and LUMO (spin up / spin down) = 0.2409 / 0.2758 Ha
Net charge = +1
Energy above the lowest of the compared OMol25 structures with the same formula, charge and spin = 1.007 eV
Lowest unoccupied orbital energy (spin up / spin down) = -4.1 / -3.3 eV
HOMO energy (spin up / spin down) = -10.664 / -10.841 eV
F_max = 1.9 eV/A
M = 820.0 g mol⁻¹
2S+1 = 4

```
93
C41H42AsCrN5SSi2, DFT wB97M-V/def2-TZVPD
Cr 0.4951 -0.5038 0.5220
C -0.2731 0.7395 4.4770
Si -0.0670 1.9304 3.0183
C -1.6412 2.2791 2.0270
C 0.4806 3.5673 3.7818
C 1.2331 1.1875 1.7979
C 2.1027 0.1773 2.4159
C 2.9791 0.2919 3.4939
C 3.7009 -0.8161 3.8881
C 3.5424 -2.0257 3.2089
C 2.6565 -2.0787 2.1595
N 1.9671 -0.9976 1.7695
Si 2.2775 2.4744 0.8563
C 2.8488 4.0297 1.7611
C 3.9372 1.6358 0.4660
C 1.1235 3.0696 -0.5293
H -1.2995 0.7402 4.8496
H 0.3690 1.0444 5.3059
H -0.0110 -0.2905 4.2317
H -2.5297 2.1924 2.6574
H -1.7630 1.5980 1.1873
H -1.6229 3.2972 1.6314
H -0.1431 3.7673 4.6564
H 0.3568 4.4089 3.0981
H 1.5181 3.5570 4.1183
H 3.0697 1.2428 4.0033
H 4.3816 -0.7559 4.7269
H 4.0878 -2.9098 3.5036
H 2.4796 -3.0011 1.6197
H 3.2184 3.8235 2.7672
H 2.0763 4.7946 1.8353
H 3.6807 4.4548 1.1936
H 4.5974 1.7794 1.3250
H 4.4393 2.0819 -0.3923
H 3.8540 0.5612 0.2973
H 0.4655 3.8297 -0.1004
H 0.4799 2.2765 -0.9193
H 1.6471 3.5439 -1.3631
N -0.7632 -0.8456 1.8504
C -1.4801 -1.3260 2.6415
C -2.2649 -1.9158 3.5809
C -1.6158 -2.6662 4.5977
N -1.0481 -3.2684 5.3986
C -3.6758 -1.7906 3.5472
N -4.8227 -1.6992 3.4888
C -5.7722 1.1540 -0.1213
C -5.0512 1.6452 -1.1999
C -3.7974 1.1331 -1.4963
C -3.2542 0.1136 -0.7170
C -3.9707 -0.3472 0.3827
C -5.2261 0.1592 0.6761
As -1.4672 -0.5570 -1.1248
C -1.3653 -0.0616 -3.0011
C -0.3763 0.8156 -3.4233
C -0.2881 1.2011 -4.7538
C -1.2051 0.7122 -5.6697
C -2.2091 -0.1547 -5.2520
C -2.2947 -0.5374 -3.9250
C -1.7175 -2.4950 -1.2881
C -2.2607 -3.2364 -0.2394
C -2.4481 -4.6051 -0.3582
C -2.0651 -5.2613 -1.5184
C -1.4708 -4.5436 -2.5464
C -1.2943 -3.1728 -2.4316
H -6.7545 1.5493 0.1003
H -5.4610 2.4347 -1.8162
H -3.2440 1.5285 -2.3377
H -3.5646 -1.1093 1.0284
H -5.7614 -0.2274 1.5337
H 0.3182 1.2134 -2.6993
H 0.4921 1.8826 -5.0679
H -1.1492 1.0173 -6.7063
H -2.9269 -0.5335 -5.9678
H -3.0875 -1.2009 -3.6005
H -2.5460 -2.7561 0.6852
H -2.8967 -5.1542 0.4592
H -2.2238 -6.3267 -1.6186
H -1.1471 -5.0493 -3.4470
H -0.8290 -2.6314 -3.2454
S 2.6700 -3.1804 -2.2670
C 1.6887 -2.3727 -1.1308
N 1.7176 -1.0658 -1.1386
C 2.5592 -0.6091 -2.1531
C 2.7856 0.7131 -2.5322
C 3.6398 0.9695 -3.5808
C 4.2821 -0.0655 -4.2682
C 4.0596 -1.3807 -3.9234
C 3.1861 -1.6381 -2.8720
H 1.0667 -2.9497 -0.4537
H 2.2994 1.5201 -2.0079
H 3.8207 1.9940 -3.8798
H 4.9558 0.1708 -5.0804
H 4.5396 -2.1900 -4.4567
```

=====

[4]
Computed, not measured: a molecular structure, C41H42BBrN6OPS2TeV in a non-equilibrium geometry, with wB97M-V/def2-TZVPD.

Results
Gap between HOMO and LUMO (spin up / spin down) = 0.2528 / 0.2444 Ha
Net charge = +1
Energy above the lowest of the compared OMol25 structures with the same formula, charge and spin = 0.176 eV
Lowest unoccupied orbital energy (spin up / spin down) = -2.6 / -2.8 eV
HOMO energy (spin up / spin down) = -9.436 / -9.460 eV
F_max = 1.1 eV/A
M = 999.2 g mol⁻¹
2S+1 = 4

```
97
C41H42BBrN6OPS2TeV, DFT wB97M-V/def2-TZVPD
V -0.3744 0.7044 0.3955
C 2.2746 -4.0769 -1.1788
C 1.0987 -3.3947 -0.5476
C 0.0250 -4.0970 -0.0154
C -1.0603 -3.4272 0.5301
C -1.0046 -2.0533 0.5215
Br -2.3873 -1.0053 1.3214
N 0.0058 -1.3465 0.0360
C 1.0356 -2.0094 -0.4992
H 2.3857 -5.0939 -0.8055
H 3.1968 -3.5313 -0.9815
H 2.1452 -4.1188 -2.2629
H 0.0336 -5.1804 -0.0238
H -1.9074 -3.9459 0.9534
H 1.8384 -1.3956 -0.8896
C 0.9714 4.7105 2.0133
N 0.5724 4.7609 0.6158
C 1.1330 5.6011 -0.3224
C 0.4952 5.3547 -1.4860
N -0.4435 4.3678 -1.2689
B -1.2460 3.7852 -2.5207
N -2.5917 3.1352 -2.1143
C -3.8076 3.7890 -2.1555
C -4.7878 2.8721 -2.0270
N -4.1610 1.6434 -1.9142
C -4.8335 0.3621 -1.7801
C -2.8303 1.8259 -1.9625
S -1.6802 0.5323 -1.8443
C -0.3877 4.0164 0.0196
S -1.4134 2.8926 0.8723
H 2.0158 4.4081 2.0899
H 0.3425 3.9849 2.5201
H 0.8376 5.6890 2.4710
H 1.9180 6.2909 -0.0686
H 0.6207 5.7947 -2.4588
H -1.4706 4.7358 -3.2286
H -0.5724 2.9546 -3.0707
H -3.8594 4.8564 -2.2687
H -5.8585 2.9660 -2.0222
H -5.8856 0.5063 -2.0104
H -4.7300 -0.0222 -0.7667
H -4.4004 -0.3498 -2.4785
O 1.2871 1.6964 -1.7712
N 1.3518 1.4632 -0.4064
C 2.5346 1.7016 0.0084
C 3.0630 1.6795 1.3946
C 4.3747 2.1637 1.4485
C 5.0494 2.3128 2.6483
C 4.4066 1.9797 3.8269
C 3.1159 1.4737 3.7849
C 2.4241 1.3018 2.5888
P 0.7769 0.4824 2.6467
C 0.0445 1.0052 4.2382
C 0.4527 0.4599 5.4595
C -0.1172 0.8817 6.6480
C -1.1116 1.8536 6.6378
C -1.5268 2.3969 5.4342
C -0.9535 1.9755 4.2407
C 1.2725 -1.2512 3.0174
C 2.5143 -1.7459 2.6298
C 2.8463 -3.0767 2.8508
C 1.9338 -3.9313 3.4504
C 0.6847 -3.4515 3.8233
C 0.3546 -2.1235 3.6030
H 0.3379 1.6155 -2.0171
H 3.2379 2.0351 -0.7498
H 4.8699 2.4370 0.5255
H 6.0630 2.6898 2.6562
H 4.9043 2.1020 4.7796
H 2.6368 1.2062 4.7155
H 1.2108 -0.3127 5.4908
H 0.2138 0.4497 7.5831
H -1.5611 2.1770 7.5674
H -2.3016 3.1520 5.4122
H -1.2918 2.4054 3.3067
H 3.2460 -1.0932 2.1673
H 3.8232 -3.4401 2.5588
H 2.1967 -4.9639 3.6391
H -0.0360 -4.1101 4.2907
H -0.6196 -1.7606 3.9090
C 0.4590 -2.4966 -5.9769
Te 0.5447 -1.5024 -4.0975
C -1.0632 -2.7587 -3.5125
C -1.5217 -3.4675 -4.7655
C -2.6726 -4.2549 -4.7500
C -3.0784 -4.9374 -5.8817
C -2.3332 -4.8371 -7.0518
C -1.1965 -4.0502 -7.0771
C -0.7819 -3.3593 -5.9391
H 1.3570 -3.0884 -6.1449
H 0.3915 -1.7448 -6.7608
H -1.8493 -2.1484 -3.0696
H -0.7236 -3.4790 -2.7688
H -3.2547 -4.3272 -3.8380
H -3.9732 -5.5453 -5.8568
H -2.6423 -5.3699 -7.9413
H -0.6224 -3.9615 -7.9917
```

=====

[5]
Computed, not measured: a molecular structure, C41H42BaP2 in a non-equilibrium geometry, with wB97M-V/def2-TZVPD.

Results
Gap between HOMO and LUMO (spin up / spin down) = 0.1202 / 0.1199 Ha
Energy above the lowest of the compared OMol25 structures with the same formula, charge and spin = 3.764 eV
Lowest unoccupied orbital energy (spin up / spin down) = -0.9 / -0.9 eV
HOMO energy (spin up / spin down) = -4.129 / -4.123 eV
F_max = 4.7 eV/A
M = 734.1 g mol⁻¹
2S+1 = 1

```
86
C41H42BaP2, DFT wB97M-V/def2-TZVPD
Ba 1.1800 -0.1416 -0.4804
C -2.8819 0.3750 5.8988
C -3.1804 0.2040 4.6066
C -3.2728 1.2167 3.5012
C -1.9173 1.6243 2.8770
C -1.0245 2.4217 3.7591
C -1.3094 3.0495 4.9094
C -2.4893 2.9296 5.8216
C -2.4845 1.6056 6.6330
C 2.8927 0.5957 1.5778
H -2.8768 -0.5236 6.5265
H -3.4192 -0.8179 4.2748
H -3.8029 2.1218 3.8178
H -3.8680 0.7732 2.6794
H -1.3737 0.7170 2.5665
H -2.1121 2.1941 1.9472
H -0.0140 2.5886 3.3617
H -0.5434 3.7259 5.3038
H -3.4617 3.1070 5.3457
H -2.3816 3.7349 6.5693
H -1.4692 1.4501 7.0388
H -3.1514 1.7278 7.5032
H 3.0965 -0.2024 2.3086
H 2.3443 1.4161 2.0697
H 3.8492 1.0205 1.2271
P 0.0530 -2.1516 -2.5663
P 2.1393 0.3851 -3.2061
C -0.4842 -0.5514 -3.2419
C 0.3766 0.4002 -3.6928
C -0.4577 -3.2939 -3.9521
C -1.5775 -2.9739 -4.7345
C -1.9628 -3.7708 -5.8190
C -1.2500 -4.9309 -6.1286
C -0.1492 -5.2831 -5.3405
C 0.2558 -4.4709 -4.2750
C -1.3425 -2.2639 -1.3564
C -1.5469 -1.2059 -0.4325
C -1.9529 -1.5368 0.8711
C -2.7745 -2.6654 1.0217
C -2.9052 -3.5685 -0.0511
C -2.0616 -3.4512 -1.1669
C 2.8425 0.7912 -4.8514
C 2.5585 -0.0705 -5.9309
C 2.8273 0.3347 -7.2373
C 3.4161 1.5752 -7.4888
C 3.7360 2.4069 -6.4149
C 3.4936 2.0081 -5.0960
C 2.2445 1.9839 -2.2678
C 3.4112 2.2247 -1.5051
C 3.4643 3.3212 -0.6467
C 2.4403 4.2784 -0.6859
C 1.2999 4.0651 -1.4611
C 1.1896 2.9099 -2.2383
H -1.5703 -0.4048 -3.2961
H 0.0680 1.2026 -4.3825
H -2.1633 -2.0839 -4.5042
H -2.8256 -3.4786 -6.4204
H -1.5505 -5.5463 -6.9781
H 0.3924 -6.2013 -5.5710
H 1.1268 -4.7560 -3.6840
H -1.4366 -0.1495 -0.7413
H -1.6389 -0.9399 1.7449
H -3.3248 -2.8145 1.9598
H -3.6444 -4.3719 -0.0102
H -1.9793 -4.2602 -1.8946
H 2.0826 -1.0342 -5.7391
H 2.5579 -0.3167 -8.0643
H 3.6070 1.8902 -8.5136
H 4.1664 3.3863 -6.6039
H 3.7751 2.6539 -4.2600
H 4.2888 1.5781 -1.6064
H 4.3119 3.4512 0.0349
H 2.5397 5.1970 -0.0991
H 0.5036 4.8193 -1.4888
H 0.3051 2.7607 -2.8595
C 0.5835 -0.9728 6.7417
C 0.6700 -2.2411 6.1633
C 0.6274 -2.3956 4.7391
C 0.5058 -1.2533 4.0299
C 0.5823 0.0060 4.5152
C 0.5820 0.1661 5.9308
H 0.5270 -0.8523 7.8253
H 0.7833 -3.1227 6.7942
H 0.6966 -3.3765 4.2744
H 0.6376 0.8737 3.8686
H 0.6004 1.1774 6.3460
```